The following is a DFT calculation (ωB97M-V/def2-TZVPD) of a molecular structure, C26H46BrIrN3O3PS.

Calculated values
HOMO-LUMO gap (spin up / spin down) (eV): 7.546 / 6.671
Multiplicity: 2
Charge: +1
Total energy (eV): -131322.3305

Structure (XYZ):
```
82
Properties=species:S:1:pos:R:3:mulliken_spin:R:1
Ir -0.25 0.22 0.23 0.51
C 0.04 4.14 -1.53 0.00
C -0.76 3.15 -0.71 -0.01
C -2.24 3.47 -0.66 0.00
O -0.64 1.82 -1.32 0.02
C -0.25 3.09 0.75 0.01
O 0.05 4.12 1.31 0.00
O -0.28 1.92 1.32 0.01
H -0.38 4.21 -2.54 0.00
H 1.09 3.84 -1.58 0.00
H 0.00 5.11 -1.05 0.00
H -2.65 3.50 -1.67 0.00
H -2.39 4.44 -0.18 0.00
H -2.78 2.71 -0.09 0.00
H 0.06 1.84 -1.98 0.00
C -0.99 -4.38 -0.50 0.01
C -1.39 -3.54 -1.72 0.00
C -2.16 -4.44 -2.70 0.00
C -0.08 -3.06 -2.37 0.00
P -2.40 -2.07 -1.15 -0.01
N -1.36 -0.99 -0.52 0.40
C -3.61 -2.51 0.20 0.02
C -4.53 -1.31 0.45 0.00
C -2.86 -2.78 1.51 0.03
C -4.47 -3.73 -0.16 0.00
C -3.24 -1.20 -2.59 0.04
C -4.50 -1.91 -3.09 0.00
C -3.59 0.25 -2.19 0.02
C -2.23 -1.08 -3.74 0.00
H -0.27 -5.13 -0.83 0.00
H -1.83 -4.91 -0.06 0.00
H -0.51 -3.78 0.28 0.00
H -1.53 -5.32 -2.90 0.00
H -2.36 -3.96 -3.65 0.00
H -3.10 -4.81 -2.28 0.00
H 0.56 -3.93 -2.50 0.00
H 0.44 -2.34 -1.74 -0.01
H -0.23 -2.62 -3.35 0.00
H -3.96 -0.40 0.64 0.00
H -5.12 -1.52 1.35 0.00
H -5.24 -1.14 -0.35 0.00
H -2.18 -1.97 1.76 -0.02
H -2.31 -3.71 1.52 0.00
H -3.61 -2.84 2.31 0.00
H -5.02 -3.61 -1.09 0.00
H -5.21 -3.87 0.64 0.00
H -3.89 -4.65 -0.21 0.00
H -5.31 -1.88 -2.36 0.00
H -4.32 -2.94 -3.39 0.00
H -4.85 -1.37 -3.97 0.00
H -4.46 0.32 -1.54 0.00
H -3.83 0.79 -3.11 0.00
H -2.75 0.75 -1.72 -0.01
H -2.01 -2.04 -4.21 0.00
H -1.29 -0.63 -3.42 0.00
H -2.67 -0.44 -4.51 0.00
C 2.28 2.10 2.98 0.00
N 2.93 0.90 2.49 0.00
C 3.79 0.12 3.39 0.00
C 4.43 -0.92 2.45 0.00
N 3.78 -0.62 1.18 0.00
C 2.93 0.40 1.27 0.01
S 2.02 0.96 -0.10 -0.02
H 1.55 1.84 3.75 0.00
H 1.77 2.60 2.17 0.00
H 3.03 2.76 3.41 0.00
H 3.18 -0.34 4.17 0.00
H 4.53 0.77 3.85 0.00
H 4.21 -1.94 2.76 0.00
H 5.51 -0.81 2.37 0.00
H 3.87 -1.15 0.33 0.00
Br 1.51 -3.41 5.57 0.00
C 0.97 -2.41 4.05 0.02
C 1.34 -2.84 2.79 -0.01
C 0.98 -2.08 1.68 0.03
C 0.23 -0.92 1.81 -0.02
C -0.16 -0.52 3.10 0.01
C 0.21 -1.26 4.21 -0.01
H 1.91 -3.75 2.67 0.00
H 1.29 -2.41 0.70 0.00
H -0.74 0.38 3.23 0.00
H -0.08 -0.95 5.21 0.00
```